C32H43BN4O3 | the ωB97M-V functional and the def2-TZVPD basis

Summary:
Energy   -46650.852 eV

```
83
C32H43BN4O3 | the OMol25 dataset | the ωB97M-V functional and the def2-TZVPD basis
C 4.6553 1.9496 2.4493
C 4.1058 1.7565 1.1453
B 3.3785 0.9745 -0.1481
C 1.7563 0.7869 -0.3331
C 0.9570 2.1108 -0.8758
C 0.0006 1.7035 -2.1830
C -1.6013 1.5704 -1.7793
C -2.1526 0.0200 -1.7665
O -2.9224 -0.3386 -0.5554
C -3.6282 -1.6298 -0.7424
C -4.6763 -1.9865 0.4868
O 4.3103 0.3807 -1.1670
C 4.4066 -1.0522 -0.7501
C 5.6112 -1.8776 -1.4999
C 7.1220 -1.2752 -1.2222
O 5.6248 -3.2744 -0.9519
H 5.3063 1.9919 3.4492
H 1.5972 -0.1427 -1.0643
H 1.3264 0.5003 0.7426
H 1.6300 3.0477 -1.0889
H 0.1920 2.4131 -0.0126
H 0.0763 2.5396 -3.0186
H 0.3187 0.6703 -2.6607
H -1.8549 2.0390 -0.7328
H -2.2346 2.1547 -2.5930
H -1.2380 -0.7157 -1.8492
H -2.8776 -0.1458 -2.6934
H -2.9036 -2.5538 -0.8486
H -4.2779 -1.5919 -1.7358
H -5.1538 -0.9680 0.8689
H -4.1432 -2.5883 1.3610
H -5.5674 -2.6550 0.0742
H 4.4955 -1.0386 0.4330
H 3.3834 -1.5484 -1.1007
H 5.4269 -1.9622 -2.6748
H 7.3528 -1.4079 -0.0691
H 7.2613 -0.1608 -1.5691
H 7.9032 -1.9718 -1.7841
H 5.5908 -3.1060 0.0552
C 1.9735 3.4429 6.1573
C 1.7360 4.5928 6.9027
C 2.1734 5.8056 6.3946
N 2.8219 5.9366 5.2167
C 3.0396 4.8024 4.5163
C 2.6374 3.5458 4.9392
H 1.6443 2.4744 6.5225
H 1.2223 4.5462 7.8562
H 2.0090 6.7318 6.9375
H 3.5646 4.9343 3.5743
H 2.8372 2.6686 4.3344
C -9.3020 -1.7977 -3.4847
C -9.1168 -3.0132 -2.8345
C -8.1287 -3.0950 -1.8664
N -7.3300 -2.0622 -1.5188
C -7.5323 -0.8955 -2.1686
C -8.4964 -0.7150 -3.1473
H -10.0676 -1.6950 -4.2483
H -9.7274 -3.8760 -3.0752
H -7.9475 -4.0210 -1.3285
H -6.8762 -0.0817 -1.8727
H -8.6160 0.2457 -3.6352
C -8.1939 4.3821 0.1893
C -9.3616 3.6324 0.0957
C -9.2805 2.3565 -0.4387
N -8.1318 1.7978 -0.8789
C -7.0149 2.5505 -0.7767
C -6.9948 3.8335 -0.2538
H -8.2178 5.3857 0.6039
H -10.3120 4.0316 0.4312
H -10.1636 1.7308 -0.5300
H -6.1054 2.0797 -1.1393
H -6.0675 4.3918 -0.1941
C 10.0175 -6.2484 0.2844
C 8.8950 -5.9999 -0.4983
C 8.7887 -4.7656 -1.1191
N 9.7116 -3.7855 -1.0054
C 10.7895 -4.0553 -0.2375
C 10.9864 -5.2594 0.4193
H 10.1363 -7.2047 0.7855
H 8.1217 -6.7494 -0.6226
H 7.9329 -4.5248 -1.7431
H 11.5154 -3.2506 -0.1604
H 11.8729 -5.4221 1.0217
```

Löwdin charges, unit e, in atom order: number 1, C, carries 0.057; number 2, C, carries 0.058; number 3, B, carries -0.374; number 4, C, carries -0.133; number 5, C, carries -0.184; number 6, C, carries -0.192; number 7, C, carries -0.168; number 8, C, carries -0.215; number 9, O, carries -0.235; number 10, C, carries -0.261; number 11, C, carries -0.116; number 12, O, carries -0.096; number 13, C, carries -0.147; number 14, C, carries -0.327; number 15, C, carries -0.074; number 16, O, carries -0.136; number 17, H, carries 0.078; number 18, H, carries 0.108; number 19, H, carries 0.130; number 20, H, carries 0.116; number 21, H, carries 0.113; number 22, H, carries 0.110; number 23, H, carries 0.104; number 24, H, carries 0.112; number 25, H, carries 0.111; number 26, H, carries 0.122; number 27, H, carries 0.127; number 28, H, carries 0.124; number 29, H, carries 0.112; number 30, H, carries 0.088; number 31, H, carries 0.078; number 32, H, carries 0.057; number 33, H, carries 0.143; number 34, H, carries 0.142; number 35, H, carries 0.167; number 36, H, carries 0.094; number 37, H, carries 0.091; number 38, H, carries 0.073; number 39, H, carries 0.114; number 40, C, carries -0.082; number 41, C, carries -0.082; number 42, C, carries -0.155; number 43, N, carries 0.051; number 44, C, carries -0.153; number 45, C, carries -0.086; number 46, H, carries 0.104; number 47, H, carries 0.100; number 48, H, carries 0.100; number 49, H, carries 0.098; number 50, H, carries 0.069; number 51, C, carries -0.083; number 52, C, carries -0.084; number 53, C, carries -0.149; number 54, N, carries 0.056; number 55, C, carries -0.153; number 56, C, carries -0.077; number 57, H, carries 0.103; number 58, H, carries 0.099; number 59, H, carries 0.101; number 60, H, carries 0.075; number 61, H, carries 0.101; number 62, C, carries -0.079; number 63, C, carries -0.076; number 64, C, carries -0.139; number 65, N, carries 0.057; number 66, C, carries -0.142; number 67, C, carries -0.072; number 68, H, carries 0.105; number 69, H, carries 0.101; number 70, H, carries 0.104; number 71, H, carries 0.099; number 72, H, carries 0.103; number 73, C, carries -0.083; number 74, C, carries -0.073; number 75, C, carries -0.150; number 76, N, carries 0.054; number 77, C, carries -0.150; number 78, C, carries -0.082; number 79, H, carries 0.104; number 80, H, carries 0.102; number 81, H, carries 0.092; number 82, H, carries 0.101; number 83, H, carries 0.100



C25H34N8RhS2Se | the ωB97M-V functional and the def2-TZVPD basis

Summary:
Charge   +3
Energy   -128400.133 eV
Energy relative to the best compared isomer or geometry (same formula, charge and spin)   25.5 kJ/mol

```
71
C25H34N8RhS2Se | the OMol25 dataset | the ωB97M-V functional and the def2-TZVPD basis
Rh 0.2393 -0.4511 -1.9598
Se 5.8717 3.6205 0.8987
N 5.2706 1.9890 1.2313
C 4.2435 1.7893 0.4443
C 3.4791 0.5492 0.4257
C 3.7485 -0.5696 1.2205
C 2.9472 -1.6883 1.1039
C 1.8746 -1.6819 0.2182
N 1.6186 -0.6174 -0.5377
C 2.4075 0.4790 -0.4570
C 2.0726 1.5652 -1.3459
N 1.0303 1.3469 -2.1839
C 0.6242 2.3041 -3.0154
C 1.2690 3.5382 -3.0475
C 2.3499 3.7714 -2.2235
C 2.7690 2.7654 -1.3436
C 3.8903 2.8805 -0.4200
N 4.6354 3.9524 -0.3233
H 4.5859 -0.5441 1.9067
H 3.1363 -2.5756 1.6918
H 1.2153 -2.5335 0.1121
H -0.2116 2.0776 -3.6628
H 0.9145 4.2937 -3.7344
H 2.8786 4.7162 -2.2412
C -3.2797 -0.1829 6.3525
C -2.2096 -0.9792 5.6172
C -2.3004 -0.7916 4.1047
C -1.2408 -1.6146 3.3798
N -1.2819 -1.4405 1.9130
C -0.9096 -0.3520 1.2702
S -1.3986 -0.2355 -0.4297
N -0.2558 0.6202 1.8772
C -0.1462 2.0228 1.4313
C -1.1891 2.9047 2.1068
C -2.6251 2.5904 1.7022
C -3.6298 3.4614 2.4472
H -3.1983 -0.3251 7.4283
H -4.2797 -0.4965 6.0508
H -3.1856 0.8860 6.1513
H -2.3083 -2.0417 5.8550
H -1.2164 -0.6755 5.9630
H -2.1936 0.2715 3.8604
H -3.2886 -1.0932 3.7480
H -1.3871 -2.6773 3.5641
H -0.2319 -1.3807 3.7336
H -1.7607 -2.1428 1.3686
H -0.0936 0.4861 2.8688
H -0.2635 2.0393 0.3481
H 0.8648 2.3517 1.6751
H -0.9523 3.9425 1.8601
H -1.0761 2.8253 3.1938
H -2.8524 1.5356 1.9014
H -2.7352 2.7326 0.6223
H -3.5663 3.2995 3.5244
H -4.6493 3.2408 2.1362
H -3.4450 4.5194 2.2591
S 0.6604 -0.7032 -4.2175
C 0.2698 -2.3472 -4.7510
N 1.2555 -3.1565 -5.0716
C 1.0485 -4.4647 -5.7274
C -0.2821 -4.4495 -6.4578
C -1.3830 -3.9912 -5.5174
N -0.9888 -2.7066 -4.9025
H 2.1956 -2.8015 -4.9800
H 1.0827 -5.2472 -4.9687
H 1.8785 -4.6170 -6.4133
H -0.5086 -5.4491 -6.8235
H -0.2277 -3.7855 -7.3218
H -1.5584 -4.7198 -4.7245
H -2.3202 -3.8271 -6.0436
H -1.6963 -2.0119 -4.7214
```

Löwdin charges, unit e, in atom order: number 1, Rh, carries 0.665; number 2, Se, carries 1.290; number 3, N, carries -0.195; number 4, C, carries -0.337; number 5, C, carries -0.055; number 6, C, carries 0.072; number 7, C, carries 0.014; number 8, C, carries -0.080; number 9, N, carries -0.060; number 10, C, carries -0.139; number 11, C, carries -0.142; number 12, N, carries -0.087; number 13, C, carries -0.085; number 14, C, carries 0.028; number 15, C, carries 0.078; number 16, C, carries -0.052; number 17, C, carries -0.335; number 18, N, carries -0.193; number 19, H, carries 0.144; number 20, H, carries 0.134; number 21, H, carries 0.131; number 22, H, carries 0.120; number 23, H, carries 0.139; number 24, H, carries 0.145; number 25, C, carries -0.091; number 26, C, carries -0.258; number 27, C, carries -0.202; number 28, C, carries -0.148; number 29, N, carries 0.045; number 30, C, carries -0.696; number 31, S, carries 0.751; number 32, N, carries 0.068; number 33, C, carries -0.176; number 34, C, carries -0.183; number 35, C, carries -0.273; number 36, C, carries -0.084; number 37, H, carries 0.085; number 38, H, carries 0.083; number 39, H, carries 0.075; number 40, H, carries 0.120; number 41, H, carries 0.115; number 42, H, carries 0.098; number 43, H, carries 0.132; number 44, H, carries 0.141; number 45, H, carries 0.127; number 46, H, carries 0.139; number 47, H, carries 0.149; number 48, H, carries 0.081; number 49, H, carries 0.126; number 50, H, carries 0.132; number 51, H, carries 0.126; number 52, H, carries 0.088; number 53, H, carries 0.110; number 54, H, carries 0.080; number 55, H, carries 0.084; number 56, H, carries 0.086; number 57, S, carries 0.724; number 58, C, carries -0.704; number 59, N, carries 0.054; number 60, C, carries -0.115; number 61, C, carries -0.137; number 62, C, carries -0.116; number 63, N, carries 0.052; number 64, H, carries 0.145; number 65, H, carries 0.137; number 66, H, carries 0.141; number 67, H, carries 0.139; number 68, H, carries 0.136; number 69, H, carries 0.136; number 70, H, carries 0.140; number 71, H, carries 0.140



C6H11NO | the ωB97M-V functional and the def2-TZVPD basis

Summary:
Energy   -9930.439 eV
Energy relative to the best compared isomer or geometry (same formula, charge and spin)   773.3 kJ/mol

```
19
C6H11NO | the OMol25 dataset | the ωB97M-V functional and the def2-TZVPD basis
C 3.1817 -0.0069 -0.0629
C 1.9175 0.6540 0.2526
C 0.6050 -0.2325 -0.0038
C -1.5078 1.4671 -0.3031
C -1.5911 -0.1569 -0.4363
C -3.0606 -0.6614 0.2281
H 3.3351 -1.1462 0.0571
H 4.0149 0.5980 0.4683
H 3.6419 0.1665 -1.3127
H 1.9215 0.6287 1.4822
H 1.9287 1.7437 0.0737
H -2.6929 1.7729 0.5153
H -1.0268 2.4919 -0.9717
H -1.1153 -0.5441 -1.3753
H -3.7810 -0.0998 -0.3817
H -3.1087 -0.3617 1.4306
H -3.0923 -1.9300 0.1494
N -0.5412 0.3738 0.4056
O 0.8119 -1.5397 -0.1277
```

natural (NBO) charges, unit e, in atom order: number 1, C, carries -0.604; number 2, C, carries -0.517; number 3, C, carries 0.664; number 4, C, carries -0.290; number 5, C, carries -0.045; number 6, C, carries -0.641; number 7, H, carries 0.257; number 8, H, carries 0.212; number 9, H, carries 0.173; number 10, H, carries 0.230; number 11, H, carries 0.232; number 12, H, carries 0.223; number 13, H, carries 0.271; number 14, H, carries 0.232; number 15, H, carries 0.219; number 16, H, carries 0.236; number 17, H, carries 0.242; number 18, N, carries -0.480; number 19, O, carries -0.615



C6H13N3 | the ωB97M-V functional and the def2-TZVPD basis

Summary:
Energy   -10900.060 eV
Energy relative to the best compared isomer or geometry (same formula, charge and spin)   323.4 kJ/mol

```
22
C6H13N3 | the OMol25 dataset | the ωB97M-V functional and the def2-TZVPD basis
C 0.5199 2.5651 0.2059
C 0.1749 1.4022 -0.2968
C -0.7436 0.6828 -1.1985
C -2.1798 0.5883 -0.8149
C 0.4037 0.0058 -0.3864
N 1.6153 -0.4210 -1.0817
N 0.1095 -0.7714 0.8677
C -0.1681 -2.1893 0.6341
N 1.1533 -0.6054 1.8556
H 1.2871 2.6230 0.9716
H 0.0225 3.4800 -0.0931
H -0.6023 0.7818 -2.2663
H -2.6272 -0.3162 -1.2399
H -2.3259 0.5682 0.2701
H -2.7337 1.4464 -1.2104
H 1.7394 0.1243 -1.9312
H 2.4009 -0.1740 -0.4840
H -0.8348 -2.3249 -0.2242
H 0.7417 -2.7763 0.4528
H -0.6771 -2.6221 1.5027
H 1.9313 -1.2422 1.6826
H 0.7930 -0.8250 2.7844
```

natural (NBO) charges, unit e, in atom order: number 1, C, carries -0.384; number 2, C, carries -0.007; number 3, C, carries -0.261; number 4, C, carries -0.605; number 5, C, carries 0.230; number 6, N, carries -0.834; number 7, N, carries -0.285; number 8, C, carries -0.425; number 9, N, carries -0.674; number 10, H, carries 0.206; number 11, H, carries 0.197; number 12, H, carries 0.218; number 13, H, carries 0.207; number 14, H, carries 0.228; number 15, H, carries 0.212; number 16, H, carries 0.365; number 17, H, carries 0.359; number 18, H, carries 0.206; number 19, H, carries 0.173; number 20, H, carries 0.192; number 21, H, carries 0.323; number 22, H, carries 0.358



no.,Kohn-Sham gap (eV),LUMO level (hartree)
1,9.10,-0.0102
2,6.29,-0.3849
3,9.84,0.0160
4,10.02,0.0395